Record 1
A structure of composition C12H13N5O3Sr at a distorted geometry. Source: the Open Molecules 2025 dataset; level of theory: ωB97M-V with the def2-TZVPD basis set.

The geometry in XYZ format:
```
34
Properties=species:S:1:pos:R:3
Sr -0.023 0.189 0.413
O -0.910 -0.706 -1.727
C -0.615 -0.682 -2.971
O 1.277 1.023 -1.356
C 1.138 1.053 -2.600
O 1.818 1.923 -3.316
N 0.336 0.255 -3.423
C 1.595 1.687 -4.728
C 0.654 0.523 -4.828
H 2.576 1.519 -5.184
H 1.103 2.575 -5.122
H 1.167 -0.351 -5.233
H -0.230 0.701 -5.442
C -1.219 -1.498 -3.982
C -2.374 -2.191 -3.900
H -0.643 -1.519 -4.919
H -3.093 -2.036 -3.106
H -2.631 -2.889 -4.693
N 0.765 1.225 4.930
C 1.499 2.378 4.654
C 1.543 2.447 3.271
N 0.846 1.367 2.713
C 0.396 0.652 3.756
C -0.388 -0.587 3.742
N -0.828 -1.281 2.681
C -1.517 -2.373 3.219
C -1.491 -2.330 4.591
N -0.766 -1.186 4.905
H 0.556 0.895 5.871
H 1.923 3.045 5.401
H 2.008 3.165 2.631
H -1.973 -3.102 2.571
H -1.926 -3.013 5.329
H -0.572 -0.879 5.853
```

Highest occupied orbital energy in eV: -14.14
Multiplicity: 1
Charge: +2
Energy in Eh: -994.9126
Orbital gap in eV: 7.4
LUMO in eV: -6.70

Löwdin population analysis, charges in e, atoms 1 to 4:
1. Sr 1.72
2. O -0.13
3. C -0.32
4. O -0.12

Record 2
The molecule C12H13NO2S2. Source: the Open Molecules 2025 dataset; level of theory: ωB97M-V with the def2-TZVPD basis set.

The geometry in XYZ format:
```
30
Properties=species:S:1:pos:R:3
C 1.633 0.610 -3.798
H 2.228 1.122 -4.551
H 1.614 -0.451 -4.038
H 0.620 1.000 -3.849
C 2.243 0.836 -2.419
C 1.603 0.056 -1.300
C 0.333 -0.499 -1.390
C -0.224 -1.194 -0.331
C 0.483 -1.341 0.855
C 1.755 -0.788 0.961
C 2.303 -0.108 -0.109
H 3.294 0.312 -0.014
H 2.313 -0.900 1.879
N -0.091 -2.032 1.926
S -1.716 -1.851 2.272
O -1.852 -2.213 3.648
O -2.513 -2.515 1.292
C -1.969 -0.106 2.078
C -2.774 0.524 1.182
C -2.689 1.929 1.283
C -1.816 2.327 2.247
S -1.087 0.997 3.056
H -1.559 3.327 2.535
H -3.249 2.607 0.667
H -3.398 -0.011 0.491
H 0.468 -2.078 2.764
H -1.202 -1.637 -0.415
H -0.241 -0.399 -2.297
H 2.184 1.902 -2.174
H 3.304 0.576 -2.453
```

Highest occupied orbital energy in eV: -8.59
Multiplicity: 1
SMILES: CCc1ccc(NS(=O)(=O)c2cccs2)cc1
Energy in Eh: -1466.6655
Orbital gap in eV: 9.0
LUMO in eV: 0.41

Löwdin population analysis, charges in e, atoms 1 to 4:
1. C -0.11
2. H 0.07
3. H 0.08
4. H 0.07

Record 3
A cluster of 2 separate species, C12H13NOS in total at a distorted geometry. Source: the Open Molecules 2025 dataset; level of theory: ωB97M-V with the def2-TZVPD basis set.

The geometry in XYZ format:
```
28
Properties=species:S:1:pos:R:3
C 3.213 -0.646 -0.058
C 3.010 -1.344 -1.331
C 2.761 0.673 0.040
C 2.367 -0.619 -2.321
C 2.125 1.313 -0.993
C 1.978 0.669 -2.223
C -2.363 -1.058 0.623
C -3.077 1.398 0.712
C -1.042 0.551 0.608
C -2.336 0.225 1.372
C -2.124 0.253 2.858
C -0.328 -1.440 -0.841
N -1.125 -0.801 -0.029
O -3.239 -1.778 0.310
S -1.718 1.879 -0.355
H 3.695 -1.215 0.774
H 3.304 -2.369 -1.414
H 3.054 1.122 0.966
H 1.993 -1.243 -3.187
H 1.946 2.349 -0.832
H -3.908 1.081 0.036
H -3.472 2.269 1.339
H -1.732 1.317 3.043
H -1.295 -0.513 2.979
H -2.914 0.093 3.495
H 0.159 -0.742 -1.545
H 1.514 1.130 -3.058
H -0.447 -2.554 -0.970
```

Highest occupied orbital energy (alpha / beta) in eV: -7.13 / -7.90
Multiplicity: 1
Energy in Eh: -993.0460
Orbital gap (alpha / beta) in eV: 6.6 / 7.9
LUMO (alpha / beta) in eV: -0.52 / -0.05

Löwdin population analysis, charges in e, atoms 1 to 4:
1. C -0.05
2. C -0.07
3. C -0.11
4. C -0.18

Record 4
The molecule C12H13NOS at a distorted geometry. Source: the Open Molecules 2025 dataset; level of theory: ωB97M-V with the def2-TZVPD basis set.

The geometry in XYZ format:
```
28
Properties=species:S:1:pos:R:3
C -2.556 -1.213 1.324
C -1.888 -0.348 0.814
C 0.398 -0.936 -3.670
C 0.347 0.417 -3.374
C 0.312 -1.814 -2.545
C 0.029 0.871 -2.035
C -0.093 -1.360 -1.358
C -0.334 -0.017 -1.056
C 0.080 0.732 2.797
C 1.334 -0.581 1.188
C -0.825 0.415 0.320
C 0.418 0.618 1.349
N -0.763 1.720 3.139
O 0.654 0.045 3.623
S 1.213 2.164 0.596
H -3.222 -1.960 1.811
H 0.869 -1.236 -4.606
H 0.674 1.216 -4.111
H 0.527 -2.947 -2.652
H 0.035 1.922 -1.928
H -0.598 -2.075 -0.733
H 1.747 -0.449 0.253
H 2.140 -0.672 1.918
H 0.752 -1.460 1.163
H -1.210 1.460 0.130
H -1.526 1.711 2.522
H -0.981 1.789 4.142
H 2.468 1.989 0.977
```

Highest occupied orbital energy in eV: -9.04
Multiplicity: 1
SMILES: C#C[C@H](c1ccccc1)[C@@](C)(S)C(N)=O
Energy in Eh: -993.1446
Orbital gap in eV: 9.7
LUMO in eV: 0.67

Löwdin population analysis, charges in e, atoms 1 to 4:
1. C 0.16
2. C -0.13
3. C -0.08
4. C -0.07

Record 5
The molecule C12H13OP at a distorted geometry. Source: the Open Molecules 2025 dataset; level of theory: ωB97M-V with the def2-TZVPD basis set.

The geometry in XYZ format:
```
27
Properties=species:S:1:pos:R:3
C 2.383 1.317 -1.801
C 3.303 0.417 -1.295
C 1.058 1.351 -1.389
C 2.730 -0.528 -0.539
C 0.552 0.402 -0.471
C 1.381 -0.714 -0.167
C -0.838 0.351 0.058
C -0.228 -1.888 1.471
C 0.969 -1.838 0.654
C -1.817 -0.184 -0.993
C -1.855 1.259 -0.547
C -2.695 -0.418 2.217
O -0.177 0.532 2.722
P -0.932 -0.237 1.720
H 2.826 2.125 -2.382
H 4.296 0.511 -1.682
H 0.419 2.244 -1.785
H 3.363 -1.386 -0.062
H 1.010 -2.855 0.066
H 1.757 -2.028 1.302
H -1.616 -0.278 -2.014
H -2.654 -0.813 -0.664
H -1.705 2.162 -1.211
H -2.557 1.623 0.293
H -2.952 -1.346 2.681
H -2.875 0.552 2.652
H -3.146 -0.334 1.162
```

Highest occupied orbital energy (alpha / beta) in eV: -8.69 / -8.64
Multiplicity: 1
Energy in Eh: -881.4715
Orbital gap (alpha / beta) in eV: 7.7 / 7.7
LUMO (alpha / beta) in eV: -0.99 / -0.96

Löwdin population analysis, charges in e, atoms 1 to 4:
1. C -0.10
2. C -0.09
3. C -0.02
4. C -0.06

Record 6
A cluster of 2 separate species, C12H13OP in total at a distorted geometry. Source: the Open Molecules 2025 dataset; level of theory: ωB97M-V with the def2-TZVPD basis set.

The geometry in XYZ format:
```
27
Properties=species:S:1:pos:R:3
C -0.923 -0.864 -1.645
C -1.479 0.043 0.636
C -0.907 -2.152 -1.079
C -1.449 -1.269 1.131
C -1.272 0.261 -0.825
C -1.067 -2.368 0.329
C 1.985 3.484 -1.198
C 0.463 0.679 1.891
C 2.549 2.240 -1.239
C 1.171 1.474 1.033
C -0.994 1.479 -1.260
C -0.738 -3.668 0.870
O -0.887 2.511 -1.801
P 2.112 0.743 -0.291
H -1.109 -0.723 -2.694
H -2.059 0.879 1.060
H -0.521 -2.947 -1.680
H -1.805 -1.453 2.080
H 2.371 4.272 -1.836
H 1.018 3.757 -0.858
H -0.175 1.165 2.711
H 0.559 -0.335 2.000
H 3.531 1.965 -1.697
H 1.108 2.679 0.999
H 0.408 -3.380 1.291
H -1.352 -3.927 1.779
H -0.539 -4.545 0.291
```

Highest occupied orbital energy (alpha / beta) in eV: -6.92 / -6.41
Multiplicity: 1
Energy in Eh: -881.4178
Orbital gap (alpha / beta) in eV: 6.6 / 5.6
LUMO (alpha / beta) in eV: -0.37 / -0.80

Löwdin population analysis, charges in e, atoms 1 to 4:
1. C -0.04
2. C -0.07
3. C -0.03
4. C -0.07

Record 7
A structure of composition C12H14CaF5IN2OTe at a distorted geometry. Source: the Open Molecules 2025 dataset; level of theory: ωB97M-V with the def2-TZVPD basis set.

The geometry in XYZ format:
```
37
Properties=species:S:1:pos:R:3
C 1.672 -1.596 -0.231
C -0.086 -0.667 2.236
H 1.014 -2.386 -0.660
H 2.001 -1.690 0.812
H 2.302 -0.991 -0.918
H -1.017 -0.120 2.482
H -0.112 -1.758 2.059
H 0.871 -0.211 2.573
C 0.586 0.031 -3.133
C 0.370 0.355 -4.488
C -0.589 1.338 -4.773
C -1.329 1.963 -3.763
H 1.281 -0.744 -2.774
H 0.963 -0.163 -5.252
H -0.783 1.627 -5.791
H -2.097 2.729 -3.929
N -0.078 0.699 -2.175
C -1.058 1.598 -2.427
C -1.813 2.183 -1.249
N -1.531 1.715 -0.011
C -2.165 2.100 1.107
C -3.422 3.652 -0.227
C -3.141 3.113 1.038
H -1.859 1.587 2.033
H -3.625 3.436 1.966
C -2.780 3.201 -1.386
H -2.956 3.590 -2.394
H -4.153 4.434 -0.329
Ca 0.201 0.157 0.092
I -2.163 -1.881 -0.619
F 4.784 0.791 0.777
Te 3.516 0.803 2.161
F 4.869 0.416 3.347
F 3.427 -1.088 2.048
F 2.372 0.723 3.667
F 3.803 2.617 2.529
O 2.135 1.134 0.991
```

Highest occupied orbital energy (alpha / beta) in eV: -7.90 / -7.90
Multiplicity: 1
Energy in Eh: -2393.0619
Orbital gap (alpha / beta) in eV: 6.5 / 6.5
LUMO (alpha / beta) in eV: -1.41 / -1.43

Löwdin population analysis, charges in e, atoms 1 to 4:
1. C -0.07
2. C -0.07
3. H 0.01
4. H 0.00

Record 8
A structure of composition C12H14Cl4N2 at a distorted geometry. Source: the Open Molecules 2025 dataset; level of theory: ωB97M-V with the def2-TZVPD basis set.

The geometry in XYZ format:
```
32
Properties=species:S:1:pos:R:3
N 3.601 2.136 -0.005
C 4.033 3.386 -0.170
C 3.441 4.249 -1.048
C 2.224 3.959 -1.579
C 1.758 2.623 -1.417
C 2.482 1.765 -0.597
H 4.998 3.646 0.239
H 3.927 5.196 -1.234
H 1.725 4.661 -2.231
H 0.891 2.297 -1.974
H 2.090 0.765 -0.481
N -0.191 -1.325 1.609
C -1.251 -0.521 1.789
C -2.533 -1.036 2.129
C -2.696 -2.397 2.293
C -1.598 -3.213 2.079
C -0.387 -2.641 1.717
H -1.183 0.555 1.723
H -3.271 -0.256 2.245
H -3.637 -2.868 2.538
H -1.729 -4.274 2.233
H 0.472 -3.295 1.739
C -0.272 -0.241 -0.621
Cl -1.921 0.408 -0.795
Cl 0.842 0.983 0.041
H -0.288 -1.067 0.090
H 0.101 -0.507 -1.610
C -2.445 -2.618 -1.840
Cl -0.864 -1.772 -1.975
Cl -2.650 -3.144 -0.179
H -3.269 -1.992 -2.181
H -2.400 -3.465 -2.525
```

Highest occupied orbital energy in eV: -7.17
Multiplicity: 1
Energy in Eh: -2415.4829
Orbital gap in eV: 7.5
LUMO in eV: 0.31

Löwdin population analysis, charges in e, atoms 1 to 4:
1. N 0.08
2. C -0.16
3. C -0.11
4. C -0.06

Record 9
A structure of composition C12H14EuFIN2 at a distorted geometry. Source: the Open Molecules 2025 dataset; level of theory: ωB97M-V with the def2-TZVPD basis set.

The geometry in XYZ format:
```
31
Properties=species:S:1:pos:R:3
C 0.745 -4.369 -1.817
C -1.742 -0.027 -2.103
H 1.740 -3.910 -1.829
H 0.021 -3.972 -2.563
H 0.856 -5.409 -2.117
H -1.370 0.992 -2.219
H -1.834 -0.458 -3.128
H -2.741 -0.057 -1.643
C 2.061 -1.119 0.457
C 3.133 -0.787 1.314
C 3.164 0.483 1.893
C 2.063 1.323 1.707
H 2.050 -2.088 -0.079
H 3.918 -1.517 1.500
H 4.017 0.822 2.487
H 1.988 2.299 2.180
N 1.008 -0.308 0.276
C 0.974 0.893 0.923
C -0.287 1.671 0.843
N -1.364 0.970 0.466
C -2.532 1.588 0.369
C -1.591 3.705 1.007
C -2.715 2.958 0.624
H -3.347 0.953 0.020
H -3.703 3.393 0.506
C -0.362 3.051 1.162
H 0.538 3.554 1.503
H -1.660 4.773 1.179
Eu -0.577 -1.944 -1.538
I 0.111 -4.695 0.251
F -2.561 -2.767 -1.632
```

Highest occupied orbital energy (alpha / beta) in eV: -5.90 / -6.10
Multiplicity: 8
Energy in Eh: -1682.9818
Orbital gap (alpha / beta) in eV: 5.4 / 5.6
LUMO (alpha / beta) in eV: -0.46 / -0.54

Löwdin population analysis, charges in e, atoms 1 to 4:
1. C -0.63
2. C -0.42
3. H 0.00
4. H -0.02

Record 10
A structure of composition C12H14F3O2Pd. Source: the Open Molecules 2025 dataset; level of theory: ωB97M-V with the def2-TZVPD basis set.

The geometry in XYZ format:
```
32
Properties=species:S:1:pos:R:3
Pd -0.558 -0.843 0.611
C 2.447 -0.516 -2.884
C 2.062 -0.575 -1.400
C 2.158 -2.027 -0.903
C 0.705 0.094 -1.187
C -0.504 -0.598 -1.469
C -1.734 0.042 -1.189
C -1.781 1.392 -0.789
C -3.095 2.046 -0.452
C -0.590 2.091 -0.670
C 0.635 1.442 -0.831
H 3.456 -0.909 -3.035
H 2.415 0.509 -3.259
H 1.750 -1.114 -3.477
H 2.792 0.022 -0.847
H 1.749 -2.716 -1.647
H 1.594 -2.150 0.024
H 3.198 -2.307 -0.718
H -0.494 -1.552 -1.987
H -2.662 -0.468 -1.423
H -3.261 2.007 0.627
H -3.931 1.538 -0.934
H -3.094 3.094 -0.759
H -0.612 3.136 -0.382
H 1.557 1.998 -0.689
F -0.661 0.884 5.155
C -0.543 -0.420 4.828
F 0.628 -0.841 5.346
F -1.521 -1.076 5.501
C -0.668 -0.667 3.282
O 0.137 -1.493 2.819
O -1.571 -0.023 2.736
```

Highest occupied orbital energy in eV: -3.26
Multiplicity: 1
Charge: -1
Energy in Eh: -1043.7111
Orbital gap in eV: 6.6
LUMO in eV: 3.35

Löwdin population analysis, charges in e, atoms 1 to 4:
1. Pd 0.54
2. C -0.08
3. C -0.39
4. C -0.08

Record 11
A structure of composition C12H14HgN4O7S. Source: the Open Molecules 2025 dataset; level of theory: ωB97M-V with the def2-TZVPD basis set.

The geometry in XYZ format:
```
39
Properties=species:S:1:pos:R:3
Hg -1.676 -0.941 1.408
O 1.961 2.157 -0.283
C 1.527 1.146 0.256
O 0.864 0.181 -0.204
C 1.756 0.840 1.713
C 2.789 -0.014 2.090
C 2.957 -0.335 3.415
C 2.084 0.126 4.427
C 1.048 0.917 4.073
C 0.820 1.378 2.700
O -0.052 2.185 2.396
N 0.117 1.319 5.130
O -1.064 1.312 4.870
O 0.595 1.606 6.216
N 4.067 -1.199 3.810
O 4.831 -1.580 2.944
O 4.167 -1.487 4.991
H 3.462 -0.414 1.345
H 2.241 -0.161 5.455
C -4.369 2.524 -0.596
N -3.058 2.041 -0.974
C -1.976 2.524 -0.115
C -2.944 0.834 -1.605
S -4.235 -0.235 -1.762
N -1.712 0.556 -2.092
C -0.820 1.595 -2.593
C -1.342 -0.790 -2.474
H -4.291 3.595 -0.399
H -4.743 2.025 0.303
H -5.078 2.350 -1.401
H -2.327 2.564 0.918
H -1.648 3.524 -0.410
H -1.123 1.854 -0.144
H -1.335 2.552 -2.591
H -0.556 1.344 -3.625
H 0.098 1.666 -2.009
H -1.864 -1.505 -1.844
H -0.267 -0.892 -2.330
H -1.605 -0.996 -3.518
```

Highest occupied orbital energy (alpha / beta) in eV: -5.36 / -5.36
Multiplicity: 2
Charge: -1
Energy in Eh: -1762.8723
Orbital gap (alpha / beta) in eV: 7.1 / 5.0
LUMO (alpha / beta) in eV: 1.71 / -0.35

Löwdin population analysis, charges in e, atoms 1 to 4:
1. Hg 0.43
2. O 0.04
3. C -0.71
4. O -0.06

Record 12
A structure of composition C12H14IN3O2Pd at a distorted geometry. Source: the Open Molecules 2025 dataset; level of theory: ωB97M-V with the def2-TZVPD basis set.

The geometry in XYZ format:
```
33
Properties=species:S:1:pos:R:3
C 1.028 -2.665 -2.102
C -1.870 -1.675 -1.720
H 0.311 -2.404 -2.931
H 0.657 -3.589 -1.616
H 2.080 -2.433 -2.048
H -2.360 -0.733 -2.008
H -1.369 -2.447 -2.389
H -2.383 -2.209 -0.893
C 2.749 -0.691 -0.105
C 3.701 0.124 0.517
C 3.317 1.396 0.936
C 2.005 1.804 0.798
H 2.986 -1.721 -0.394
H 4.713 -0.243 0.633
H 4.014 2.104 1.352
H 1.642 2.778 1.110
N 1.488 -0.261 -0.273
C 1.077 0.947 0.196
C -0.357 1.329 0.121
N -1.251 0.447 -0.380
C -2.563 0.629 -0.177
C -2.174 2.833 0.700
C -3.076 1.848 0.294
H -3.287 -0.165 -0.382
H -4.154 1.963 0.339
C -0.818 2.552 0.663
H -0.073 3.233 1.080
H -2.506 3.797 1.083
Pd -0.091 -1.467 -1.054
I 0.735 -3.047 1.491
O -2.218 -1.239 1.902
N -1.578 -0.543 2.699
O -0.374 -0.252 2.559
```

Highest occupied orbital energy (alpha / beta) in eV: -16.04 / -16.03
Multiplicity: 5
Charge: +2
Energy in Eh: -1205.0601
Orbital gap (alpha / beta) in eV: 8.5 / 5.2
LUMO (alpha / beta) in eV: -7.51 / -10.83

Löwdin population analysis, charges in e, atoms 1 to 4:
1. C -0.13
2. C -0.10
3. H 0.04
4. H 0.02